Entry from the Open Molecules 2025 dataset: one molecule with the formula C3H3N (ωB97M-V/def2-TZVPD).

Properties
- E_HOMO (eV) = -11.12
- E_tot (Eh) = -170.7864
- SMILES = C=CC#N
- relative energy (zero: lowest compared OMol25 entry of this formula, charge and spin) (kcal per mole) = 27.4
- charge = 0
- orbital gap (eV) = 11.81

Each line ends with the Mulliken charge.
Cartesian coordinates (Å):
1 C 1.56 -0.03 0.03  0.1700
2 C -0.99 0.40 -0.07  -0.5730
3 C -0.08 -0.53 0.02  -0.1244
4 N 2.68 0.10 -0.06  -0.3310
5 H -1.98 0.19 -0.13  0.3197
6 H -0.93 1.50 0.12  0.2361
7 H -0.26 -1.63 0.09  0.3026